# 1
Entry from the Open Molecules 2025 dataset: a cluster of 4 separate species, H8O3S2 in total in a non-equilibrium geometry (ωB97M-V with the def2-TZVPD basis set).

SMILES	SS.O.O.O
charge	0
LUMO energy	0.2	eV
strongest force on any atom	3.694	eV Å⁻¹

Last column: natural (NBO) charge in e.
Geometry (Å):
S1 1.616303 -1.391207 1.096621  -0.129
S2 1.759725 -1.059708 -0.909510  -0.115
H1 0.650299 -0.563553 1.480581  0.119
H2 2.239904 0.149928 -0.933301  0.124
O1 1.517470 1.767471 0.509344  -0.941
H3 1.038539 2.191151 -0.226560  0.469
H4 1.007483 1.901767 1.295409  0.473
O2 -1.466233 -1.995645 0.445933  -0.941
H5 -2.397455 -1.755968 0.373622  0.466
H6 -1.328223 -2.875642 0.256448  0.473
O3 -1.315543 0.988562 -1.310423  -0.929
H7 -1.169602 1.904049 -1.171212  0.458
H8 -2.152671 0.738789 -0.906957  0.471

Forces on atoms 1 to 3 (eV/Å):
0.82 -0.32 0.34
-0.74 -1.19 -0.34
-0.47 0.11 -0.29

=====

# 2
Entry from the Open Molecules 2025 dataset: a cluster of 4 separate species, H8O4 in total in a non-equilibrium geometry (ωB97M-V with the def2-TZVPD basis set).

multiplicity	2
charge	-1
LUMO energy (spin up / spin down)	3.8 / 3.7	eV
⟨S²⟩	0.750
strongest force on any atom	1.465	eV Å⁻¹

Last column: Mulliken spin population.
Geometry (Å):
O1 1.145202 -1.019566 1.166793  0.142
H1 1.776592 -0.421046 1.565993  -0.077
H2 1.492472 -1.892386 1.350723  -0.004
O2 -1.258168 -1.946466 1.373703  0.664
H3 -0.422468 -1.483626 1.313643  -0.067
H4 -1.736788 -1.680466 0.588603  -0.120
O3 -0.739578 2.677324 -2.006067  0.151
H5 -1.666508 2.668354 -1.767397  -0.013
H6 -0.408588 1.827654 -1.714997  -0.038
O4 0.499092 0.782334 -0.734637  0.684
H7 0.407542 0.385294 0.131513  -0.290
H8 0.911202 0.102594 -1.267877  -0.031

Forces on atoms 1 to 3 (eV/Å):
-0.74 0.37 -0.66
0.91 0.71 0.64
0.65 -1.15 0.20

=====

# 3
Entry from the Open Molecules 2025 dataset: a cluster of 4 separate species, H8O4 in total (ωB97M-V with the def2-TZVPD basis set).

SMILES	O.O.O.O
charge	0
LUMO energy	0.5	eV
strongest force on any atom	0.873	eV Å⁻¹

Last column: natural (NBO) charge in e.
Geometry (Å):
O1 -0.634092 -0.178531 -2.562455  -0.962
H1 -1.060057 -0.016352 -3.404171  0.473
H2 0.189495 -0.610233 -2.789512  0.490
O2 1.507786 -1.046104 -0.785380  -0.970
H3 0.860951 -0.369857 -0.584065  0.485
H4 1.966444 -1.193340 0.041782  0.471
O3 0.191187 1.246825 3.174558  -0.953
H5 -0.299000 0.588510 3.667071  0.460
H6 -0.079877 1.117628 2.265676  0.485
O4 -0.550095 0.153336 0.533103  -0.960
H7 -1.299318 -0.435505 0.623453  0.489
H8 -0.793425 0.743624 -0.180059  0.493

Forces on atoms 1 to 3 (eV/Å):
-0.24 0.19 0.16
-0.16 0.10 -0.17
0.40 -0.25 0.13

=====

# 4
Entry from the Open Molecules 2025 dataset: a cluster of 4 separate species, H8O4 in total in a non-equilibrium geometry (ωB97M-V with the def2-TZVPD basis set).

SMILES	O.O.O.O
charge	0
LUMO energy	0.3	eV
strongest force on any atom	4.380	eV Å⁻¹

Last column: natural (NBO) charge in e.
Geometry (Å):
O1 0.175417 -0.881833 0.245250  -0.956
H1 0.454417 -1.020833 1.155250  0.474
H2 -0.463583 -0.204833 0.367250  0.485
O2 2.288417 1.504167 0.784250  -0.922
H3 2.010417 2.420167 0.867250  0.457
H4 1.412417 1.159167 0.929250  0.464
O3 -0.767583 1.556167 -0.024750  -0.951
H5 -1.735583 1.626167 -0.254750  0.488
H6 -0.356583 1.762167 -0.806750  0.480
O4 -1.381583 -2.627833 -1.170750  -0.970
H7 -0.759583 -3.373833 -1.297750  0.465
H8 -0.876583 -1.918833 -0.793750  0.486

Forces on atoms 1 to 3 (eV/Å):
1.10 -0.98 0.51
0.30 -0.55 -0.02
-1.01 1.41 -0.28

=====

# 5
Entry from the Open Molecules 2025 dataset: a cluster of 4 separate species, H8O4 in total in a non-equilibrium geometry (ωB97M-V with the def2-TZVPD basis set).

SMILES	O.O.O.O
charge	0
LUMO energy	0.6	eV
strongest force on any atom	4.666	eV Å⁻¹

Last column: natural (NBO) charge in e.
Geometry (Å):
O1 0.201918 1.971361 0.923911  -1.000
H1 0.816918 1.550788 0.350107  0.501
H2 0.443129 2.989957 1.056572  0.481
O2 -1.730436 -0.229362 -0.223109  -0.952
H3 -1.315264 0.500601 0.147249  0.495
H4 -2.191166 -0.623864 0.599951  0.476
O3 1.346809 0.379338 -0.844532  -0.968
H5 0.482748 0.047615 -1.179358  0.474
H6 1.563615 -0.647354 -0.758346  0.506
O4 0.260219 -2.031353 0.111036  -0.965
H7 -0.528962 -1.589277 0.065071  0.480
H8 0.100906 -2.948331 -0.019693  0.472

Forces on atoms 1 to 3 (eV/Å):
-0.99 4.15 1.89
1.39 -0.46 -0.99
-0.63 -3.71 -0.71

=====

# 6
Entry from the Open Molecules 2025 dataset: a cluster of 4 separate species, H8O4 in total in a non-equilibrium geometry (ωB97M-V with the def2-TZVPD basis set).

SMILES	O.O.O.O
charge	0
LUMO energy	0.4	eV
strongest force on any atom	2.527	eV Å⁻¹

Last column: natural (NBO) charge in e.
Geometry (Å):
O1 -1.895750 -0.434250 -1.750250  -0.957
H1 -1.021750 -0.435250 -1.388250  0.482
H2 -2.225750 -1.211250 -1.217250  0.457
O2 0.723250 -0.542250 -1.030250  -0.987
H3 1.089250 -0.565250 -0.149250  0.503
H4 1.376250 -0.424250 -1.687250  0.484
O3 -1.084750 1.285750 0.944750  -0.959
H5 -0.896750 0.451750 1.374750  0.461
H6 -1.281750 1.161750 0.010750  0.495
O4 1.881250 -0.105250 1.482750  -0.940
H7 2.049250 0.778750 1.189750  0.482
H8 1.287250 0.039750 2.219750  0.478

Forces on atoms 1 to 3 (eV/Å):
-1.71 -1.52 1.07
1.72 0.34 -0.11
-0.14 1.17 -1.11

=====

# 7
Entry from the Open Molecules 2025 dataset: a cluster of 4 separate species, H8O4 in total in a non-equilibrium geometry (ωB97M-V with the def2-TZVPD basis set).

SMILES	O.O.O.O
charge	0
LUMO energy	0.2	eV
strongest force on any atom	3.061	eV Å⁻¹

Last column: natural (NBO) charge in e.
Geometry (Å):
O1 2.541569 -2.019433 -1.697658  -0.953
H1 2.110659 -2.742145 -2.134617  0.455
H2 1.859435 -1.649090 -1.167940  0.490
O2 0.545122 -0.827982 0.051927  -0.976
H3 0.352829 -1.321014 0.806792  0.453
H4 0.247916 0.060175 0.322723  0.495
O3 -2.150211 1.218559 -0.132846  -0.956
H5 -2.610294 0.594363 0.428044  0.480
H6 -2.776920 1.895365 -0.454299  0.485
O4 0.198097 1.622566 1.054016  -0.940
H7 -0.669514 1.939469 0.988313  0.494
H8 0.351312 1.229166 1.935545  0.474

Forces on atoms 1 to 3 (eV/Å):
1.23 -0.27 -0.56
-0.17 -0.58 -0.44
-1.05 0.91 1.01

=====

# 8
Entry from the Open Molecules 2025 dataset: a cluster of 4 separate species, H8O4 in total in a non-equilibrium geometry (ωB97M-V with the def2-TZVPD basis set).

SMILES	O.O.O.O
charge	0
LUMO energy	0.1	eV
strongest force on any atom	1.271	eV Å⁻¹

Last column: natural (NBO) charge in e.
Geometry (Å):
O1 1.300066 1.740883 1.225058  -0.967
H1 1.875649 1.989442 0.498596  0.451
H2 0.448530 1.649777 0.761641  0.490
O2 0.326089 -1.439871 -1.387071  -0.949
H3 0.220184 -1.641500 -2.307062  0.487
H4 1.245905 -1.211636 -1.279157  0.485
O3 -1.531128 -1.383399 1.556259  -0.945
H5 -0.836982 -1.396449 0.896053  0.469
H6 -1.300745 -0.740050 2.242571  0.476
O4 -0.685423 0.916468 -0.388452  -0.965
H7 -0.649504 1.477489 -1.170521  0.473
H8 -0.412640 0.038848 -0.647916  0.495

Forces on atoms 1 to 3 (eV/Å):
0.02 0.16 -0.07
0.33 0.09 0.10
-0.02 -0.27 0.23

=====

It is found that the electronic energy values, taken in the order of the records, are -1026.85118; -305.72379; -305.75175; -305.73793; -305.72833; -305.74791; -305.74304; -305.74664 a.u..
It is found that the energy above the lowest of the compared OMol25 structures with the same formula, charge and spin values, taken in the order of the records, are 21.86; 6.76; 17.23; 25.90; 31.92; 19.64; 22.69; 20.43 kcal per mole.